## 1
Density functional theory data (ωB97M-V/def2-TZVPD) for 3 unconnected molecules or ions with the total composition C3H3BrO.

```
! wB97M-V def2-TZVPD RIJCOSX def2/J DEFGRID3
* xyz 0 1
C 0.71771 1.04331 1.24824
C 1.37723 0.90565 0.23440
C -0.71934 -1.09238 0.46183
O -1.32934 -1.02529 1.38734
Br -1.54294 -1.46584 -2.61450
H 0.33910 1.26031 2.24929
H -0.49775 -0.43895 -2.26553
H 1.65533 0.81319 -0.70108
*
```

Its HOMO energy is -0.384 Ha.

Charge distribution, Mulliken scheme, values in e:
1 C -0.59
2 C -0.22
3 C 0.16
4 O -0.18
5 Br -0.22
6 H 0.39
7 H 0.23
8 H 0.45

---

## 2
Density functional theory data (ωB97M-V/def2-TZVPD) for 2 unconnected molecules or ions with the total composition C3H3BrO.

```
! wB97M-V def2-TZVPD RIJCOSX def2/J DEFGRID3
* xyz 0 1
C 1.40313 0.63539 -0.34442
C 1.12547 -0.50118 -0.10622
C 0.55124 -1.81868 -0.03449
O 1.20132 -2.79635 -0.31879
Br -3.02555 2.16071 -0.18189
H 1.88209 1.56472 -0.38990
H -0.61733 -1.87530 0.33131
H -2.52037 2.63069 1.04440
*
```

Its HOMO energy is -0.391 Ha.

Charge distribution, Mulliken scheme, values in e:
1 C -0.04
2 C -0.10
3 C -0.09
4 O -0.40
5 Br -0.20
6 H 0.41
7 H 0.22
8 H 0.20

---

## 3
Density functional theory data (ωB97M-V/def2-TZVPD) for 2 unconnected molecules or ions with the total composition C3H3BrO.

```
! wB97M-V def2-TZVPD RIJCOSX def2/J DEFGRID3
* xyz 0 1
C -0.01464 -0.91124 0.81693
C -1.08931 -0.16281 0.90209
C -1.49461 0.93545 1.46072
O -2.10430 1.95190 1.53140
Br 1.80005 0.45201 -2.41144
H 0.78352 -1.05136 1.52626
H 0.05843 -1.60670 -0.00330
H 2.06086 0.39276 -3.82267
*
```

Its HOMO energy is -0.337 Ha.

Charge distribution, Mulliken scheme, values in e:
1 C -0.51
2 C -0.26
3 C 0.60
4 O -0.40
5 Br -0.21
6 H 0.27
7 H 0.29
8 H 0.21

---

Decreasing stability: 3, 2, 1

---

## 1
Density functional theory data (ωB97M-V/def2-TZVPD) for a single C4H8N2O2 molecule.

```
! wB97M-V def2-TZVPD RIJCOSX def2/J DEFGRID3
* xyz 0 1
C 2.77222 1.03753 0.19418
C 2.67204 -0.45676 -0.03071
C -0.72434 -0.85576 -0.06833
C -1.87029 0.21109 -0.04108
H 2.48321 1.19757 1.22658
H 1.98662 1.59162 -0.35114
H 3.73343 1.50750 -0.05446
H 3.50427 -1.11964 -0.20309
H -0.93165 -1.61767 0.68213
H -0.78618 -1.36185 -1.02112
H -3.80718 0.48742 0.43694
H -3.23097 -1.07417 0.90257
N 1.53504 -1.03408 -0.16194
N -3.17529 -0.28072 0.11519
O 0.52743 -0.14702 0.07067
O -1.59838 1.39406 -0.27262
*
```

Its HOMO energy is -0.350 Ha.

Results of the Mulliken charge analysis, in e, for atoms 1 through 8:
1 C -0.84
2 C -0.01
3 C -0.34
4 C 0.49
5 H 0.25
6 H 0.29
7 H 0.31
8 H 0.44

---

## 2
Density functional theory data (ωB97M-V/def2-TZVPD) for a single C4H8N2O2 molecule.

```
! wB97M-V def2-TZVPD RIJCOSX def2/J DEFGRID3
* xyz 0 1
C -0.65519 -0.16495 -2.14682
C -0.33378 0.77320 -0.03400
C 0.73502 1.24582 0.94784
C 1.00806 -0.99861 1.52023
H -0.03738 -0.46826 -3.00774
H -1.41787 0.57123 -2.46568
H -1.16249 -1.07777 -1.73541
H -1.15371 1.51904 -0.20552
H 0.21470 1.85750 1.73077
H 1.43520 1.92267 0.44612
H 1.51267 -1.87345 1.99832
H -0.69249 -2.14137 1.27066
N 1.52649 0.14779 1.53677
N -0.16136 -1.40388 0.78825
O 0.23591 0.41588 -1.22702
O -1.05379 -0.32484 0.58324
*
```

Its HOMO energy is -0.332 Ha.

Results of the Mulliken charge analysis, in e, for atoms 1 through 8:
1 C -0.69
2 C 0.30
3 C -0.59
4 C 0.00
5 H 0.24
6 H 0.30
7 H 0.27
8 H 0.40

---

Decreasing stability: 1, 2

---

## 1
Density functional theory data (ωB97M-V/def2-TZVPD) for a single C5H4O3 molecule.

```
! wB97M-V def2-TZVPD RIJCOSX def2/J DEFGRID3
* xyz 0 1
C -0.99782 -0.21506 0.98170
C -1.11269 -0.28306 -0.51013
C -0.46869 0.91872 1.64597
C 1.46831 -0.22924 -1.08176
C 0.06568 -0.21872 -1.10858
O 0.39702 -0.07066 1.52627
O -0.57780 2.02744 1.99765
O 0.68608 -0.17705 -2.30685
H -1.41373 -0.97841 1.47810
H -2.10820 -0.24259 -0.91944
H 2.07105 0.62089 -0.98057
H 1.99081 -1.15226 -0.72237
*
```

Its HOMO energy is -0.348 Ha.

Results of the Mulliken charge analysis, in e, for atoms 1 through 8:
1 C -0.25
2 C -0.78
3 C 0.67
4 C -0.19
5 C 0.58
6 O -0.39
7 O -0.50
8 O -0.46

---

## 2
Density functional theory data (ωB97M-V/def2-TZVPD) for a single C5H4O3 molecule.

```
! wB97M-V def2-TZVPD RIJCOSX def2/J DEFGRID3
* xyz 0 1
C -1.03702 -0.28822 -0.13761
C 1.09512 -0.80867 -0.04739
C -0.10392 0.77285 -0.71867
C 0.30224 1.35669 0.52586
C 1.03197 0.43900 1.06549
H 2.12558 -1.46678 -0.08242
H -0.27804 1.34560 -1.66851
H 0.00368 2.22108 0.91674
H 1.26423 0.02248 2.21572
O -2.17679 -0.02633 0.06306
O -0.20828 -1.30061 0.43940
O 1.02934 -0.04209 -1.19091
*
```

Its HOMO energy is -0.366 Ha.

Results of the Mulliken charge analysis, in e, for atoms 1 through 8:
1 C 0.59
2 C 0.05
3 C 0.08
4 C -0.84
5 C -0.15
6 H 0.34
7 H 0.41
8 H 0.51

---

## 3
Density functional theory data (ωB97M-V/def2-TZVPD) for a single C5H4O3 molecule.

```
! wB97M-V def2-TZVPD RIJCOSX def2/J DEFGRID3
* xyz 0 1
C -1.04410 1.28148 -0.07552
C -0.01737 0.39811 0.00378
C 0.15121 -0.64229 -1.10044
C 1.00924 -1.45616 -0.73994
C 0.93491 0.00686 0.85076
H -1.34640 1.14146 1.93054
H -0.77418 -0.75163 -1.92569
H 1.28720 -2.45660 -1.18315
H 1.34238 0.18536 1.91230
O -1.64739 1.75858 1.15664
O -1.42881 1.55411 -1.24702
O 1.53330 -1.01928 0.41774
*
```

Its HOMO energy is -0.366 Ha.

Results of the Mulliken charge analysis, in e, for atoms 1 through 8:
1 C 0.51
2 C 0.64
3 C -0.36
4 C -0.24
5 C -0.46
6 H 0.33
7 H 0.23
8 H 0.35

---

Decreasing stability: 3, 1, 2

---

## 1
Density functional theory data (ωB97M-V/def2-TZVPD) for 2 unconnected molecules or ions with the total composition C5H12NO.

```
! wB97M-V def2-TZVPD RIJCOSX def2/J DEFGRID3
* xyz -1 1
C -1.01283 0.70950 -1.93501
O -1.92351 0.22086 -2.79066
C -1.23105 0.17166 -0.48971
C -0.19880 0.68351 0.51858
C 1.13638 -0.03624 0.49895
C 1.30515 -1.27354 1.32726
N 1.50331 -0.63078 2.63801
H 0.04789 0.44558 -2.24742
H -0.98978 1.82805 -1.82783
H -2.14678 0.72800 -0.25095
H -1.47427 -0.88876 -0.50315
H 0.07792 1.72885 0.34575
H -0.65852 0.65110 1.50647
H 1.95112 0.65566 0.99870
H 1.43030 -0.07376 -0.55659
H 0.36338 -1.81676 1.17364
H 2.16918 -1.89280 1.06742
H 2.73138 0.79889 1.39658
H 1.71652 -1.29682 3.38470
*
```

Its HOMO energy is -0.088 Ha.

Results of the Mulliken charge analysis, in e, for atoms 1 through 8:
1 C -0.39
2 O -0.89
3 C -0.38
4 C -0.66
5 C 0.27
6 C -0.50
7 N -0.67
8 H 0.11

---

## 2
Density functional theory data (ωB97M-V/def2-TZVPD) for a gas-phase ion, C5H12NO (charge -1).

```
! wB97M-V def2-TZVPD RIJCOSX def2/J DEFGRID3
* xyz -1 1
C 1.55530 0.56004 -0.49833
O 2.25635 0.32955 0.62470
C 0.24350 -0.28041 -0.68672
C -0.54288 -0.45683 0.65205
C -0.67363 0.92658 1.33864
C -1.84167 -1.28523 0.43347
N -0.60166 0.05951 -1.80436
H 2.17541 0.35483 -1.40211
H 1.20494 1.61827 -0.69206
H 0.62156 -1.30483 -0.85206
H 0.09863 -1.04771 1.29875
H -1.40204 0.99375 2.15357
H -0.87128 1.78699 0.69016
H 0.36198 1.08145 1.67698
H -1.71476 -2.27356 0.87054
H -2.65236 -0.79727 0.98257
H -2.04070 -1.30514 -0.63570
H -1.11440 0.90287 -1.64256
H -0.13590 0.15938 -2.70197
*
```

Its HOMO energy is -0.087 Ha.

Results of the Mulliken charge analysis, in e, for atoms 1 through 8:
1 C -0.86
2 O -0.87
3 C 0.00
4 C 0.43
5 C -1.37
6 C -1.30
7 N -0.57
8 H 0.34

---

Decreasing stability: 2, 1

---

## 1
Density functional theory data (ωB97M-V/def2-TZVPD) for a gas-phase ion, C5H12NO (charge -1).

```
! wB97M-V def2-TZVPD RIJCOSX def2/J DEFGRID3
* xyz -1 1
C -1.17637 1.48513 -2.32000
C -0.64129 1.31281 -0.92676
N -0.23931 -0.05012 -0.55676
C -1.34755 -0.79268 -0.00067
C 0.96293 0.04402 0.36374
C 1.37999 -1.18783 1.26498
O 1.35924 -1.01651 2.56255
H -2.25601 1.56704 -2.47612
H -0.82748 0.63710 -2.91796
H -0.78640 2.38708 -2.80457
H 0.25076 1.93179 -0.81980
H -1.28896 1.70782 -0.12389
H -2.00202 -0.23995 0.69060
H -0.94831 -1.70710 0.42786
H -2.01699 -1.14728 -0.79610
H 1.78672 0.34441 -0.28591
H 0.75046 0.84904 1.08593
H 2.41912 -1.47475 0.84789
H 0.73587 -2.04970 0.87691
*
```

Its HOMO energy is -0.082 Ha.

Results of the Mulliken charge analysis, in e, for atoms 1 through 8:
1 C -1.27
2 C -0.45
3 N -0.12
4 C -1.01
5 C -0.51
6 C -0.28
7 O -0.86
8 H 0.27

---

## 2
Density functional theory data (ωB97M-V/def2-TZVPD) for a gas-phase ion, C5H12NO (charge -1).

```
! wB97M-V def2-TZVPD RIJCOSX def2/J DEFGRID3
* xyz -1 1
C 0.37425 -0.75480 0.36184
C -0.15240 0.63763 0.90740
C -0.87175 0.27692 2.19935
C 1.12341 1.47296 1.12999
N 1.00946 -0.57594 -0.94904
C -0.15400 -0.33056 -2.04269
O -1.32760 -0.82495 -1.77913
H -0.50073 -1.40023 0.28900
H 1.09021 -1.13617 1.10089
H -0.76623 0.98774 0.08345
H -0.32230 -0.35634 2.90172
H -1.26701 1.11533 2.78452
H -1.70965 -0.37918 1.92600
H 0.96784 2.33938 1.78130
H 1.42076 1.84787 0.14581
H 1.95506 0.85541 1.45452
H 1.20355 -1.55121 -1.18985
H 0.40562 -0.70731 -2.92683
H -0.17860 0.79272 -2.00414
*
```

Its HOMO energy is -0.100 Ha.

Results of the Mulliken charge analysis, in e, for atoms 1 through 8:
1 C -1.08
2 C 0.61
3 C -1.56
4 C -1.28
5 N -0.62
6 C -0.57
7 O -0.81
8 H 0.44

---

## 3
Density functional theory data (ωB97M-V/def2-TZVPD) for 2 unconnected molecules or ions with the total composition C5H12NO.

```
! wB97M-V def2-TZVPD RIJCOSX def2/J DEFGRID3
* xyz -1 1
C -1.01337 -0.55657 -0.86770
O -1.43456 0.23036 0.12072
C -0.66401 -1.99780 -0.40489
N -0.62459 -2.99960 -1.50267
H -1.74048 -0.67737 -1.72830
H -0.07400 -0.18252 -1.38836
H 0.31092 -1.96988 0.08272
H -1.43188 -2.26361 0.32073
H -1.42821 -3.61276 -1.43728
H -0.78639 -2.49819 -2.37422
C 1.82414 1.78799 2.07582
C 1.25117 1.46981 0.72910
C 0.67964 2.36346 -0.06174
H 2.83550 1.38831 2.23326
H 1.84203 2.86600 2.24116
H 1.20591 1.31439 2.83700
H 1.22278 0.43233 0.42123
H -0.11843 2.03005 -0.71910
H 0.75453 3.44051 0.06146
*
```

Its HOMO energy is -0.089 Ha.

Results of the Mulliken charge analysis, in e, for atoms 1 through 8:
1 C -0.40
2 O -0.80
3 C -0.20
4 N -0.65
5 H 0.13
6 H 0.16
7 H 0.11
8 H 0.20

---

Decreasing stability: 2, 1, 3

---

## 1
Density functional theory data (ωB97M-V/def2-TZVPD) for 2 unconnected molecules or ions with the total composition C4H12N3.

```
! wB97M-V def2-TZVPD RIJCOSX def2/J DEFGRID3
* xyz 1 1
C 1.12579 1.59947 -2.06448
C -1.61532 -0.72970 -0.25673
C -0.47753 0.33230 2.29763
C -0.17636 -0.70871 -0.00273
N 1.32507 1.05369 -0.96672
N 0.61997 -1.50805 -0.80407
N 0.23547 -0.34835 1.19881
H 1.14775 2.62698 -2.39567
H 0.70999 0.82022 -2.75739
H -2.08853 0.16072 -0.04841
H -1.88378 -1.10435 -1.22550
H -1.79523 -1.56740 0.51006
H -0.76350 1.36889 2.27452
H -1.41104 -0.25682 2.46070
H 0.20488 0.13791 3.22662
H 1.62874 -1.24644 -0.80937
H 0.25678 -1.74607 -1.78305
H 1.78470 1.67840 -0.20595
H 1.17214 -0.56270 1.35174
*
```

Its HOMO energy is -0.512 Ha.

Results of the Mulliken charge analysis, in e, for atoms 1 through 8:
1 C -0.31
2 C -1.50
3 C -0.88
4 C 0.91
5 N -0.34
6 N -0.45
7 N -0.13
8 H 0.29

---

## 2
Density functional theory data (ωB97M-V/def2-TZVPD) for a gas-phase ion, C4H12N3 (charge +1).

```
! wB97M-V def2-TZVPD RIJCOSX def2/J DEFGRID3
* xyz 1 1
C 0.87388 -0.27270 1.46844
C -0.37474 -1.18351 1.17622
C -0.89433 -0.96528 -0.23773
N 0.45534 1.33523 -1.27854
C -0.86473 1.30277 -1.06694
N -1.52591 0.25986 -0.66585
N 1.93892 -0.41910 0.42381
H 0.61109 0.73088 1.55190
H 1.32847 -0.53471 2.46595
H -1.35858 -0.98196 1.81248
H -0.24403 -2.22313 1.48023
H -1.54330 -1.69879 -0.76475
H -0.03024 -0.92393 -0.91142
H 0.73988 2.16597 -1.75787
H -1.58763 2.09720 -1.28348
H -2.48334 0.38215 -0.28412
H 0.96887 0.77625 -0.59762
H 2.24548 -1.36490 0.24693
H 2.83449 0.05542 0.64592
*
```

Its HOMO energy is -0.509 Ha.

Results of the Mulliken charge analysis, in e, for atoms 1 through 8:
1 C -0.78
2 C -0.30
3 C -1.05
4 N -0.29
5 C 0.04
6 N -0.07
7 N -0.63
8 H 0.39

---

## 3
Density functional theory data (ωB97M-V/def2-TZVPD) for 2 unconnected molecules or ions with the total composition C4H12N3.

```
! wB97M-V def2-TZVPD RIJCOSX def2/J DEFGRID3
* xyz 1 1
C 1.03595 2.24326 1.37684
C -1.14663 2.95515 1.04457
N -0.38543 1.97031 1.22323
H 1.31573 2.11370 2.43004
H 1.30800 3.24817 1.06731
H 1.60940 1.52909 0.79229
H -2.21778 2.79819 0.95143
H -0.78560 3.98281 0.97348
C -0.23677 -1.38525 -0.29258
C -0.32124 -2.24121 -1.31197
N 0.91403 -2.94575 -1.75831
N -1.25405 -0.72029 0.31381
H 0.73200 -1.24413 0.18401
H -1.18979 -2.52247 -1.88143
H 1.26031 -2.56142 -2.64219
H 1.66014 -2.83931 -1.07055
H 0.73946 -3.94209 -1.89508
H -2.07440 -0.59853 -0.26477
H -0.96333 0.15975 0.75986
*
```

Its HOMO energy is -0.469 Ha.

Results of the Mulliken charge analysis, in e, for atoms 1 through 8:
1 C -0.86
2 C -0.29
3 N -0.33
4 H 0.28
5 H 0.36
6 H 0.22
7 H 0.25
8 H 0.24

---

## 4
Density functional theory data (ωB97M-V/def2-TZVPD) for 3 unconnected molecules or ions with the total composition C4H12N3.

```
! wB97M-V def2-TZVPD RIJCOSX def2/J DEFGRID3
* xyz 1 1
C -2.66535 0.35952 -1.54668
C -3.70976 1.13751 -0.71117
C -2.60721 1.77807 -0.92738
C 0.41442 0.77946 0.74506
N 3.58763 -0.08260 -0.08660
N 0.57290 -0.42197 1.08645
N 1.42374 -1.21950 0.48742
H -1.93456 -0.23145 -0.95403
H -2.73191 0.19677 -2.56904
H -4.66636 1.05784 -0.24911
H 1.08813 1.08009 -0.01202
H -1.96819 2.65733 -1.10496
H -0.21718 1.48217 1.32549
H 4.10160 -0.93620 0.33575
H 3.47664 0.55095 0.66191
H 0.01885 -0.85402 1.87775
H 2.33378 -0.84367 -0.07796
H 4.07508 0.19130 -1.01298
H 1.45601 -2.19472 0.83196
*
```

Its HOMO energy is -0.454 Ha.

Results of the Mulliken charge analysis, in e, for atoms 1 through 8:
1 C -0.47
2 C -0.37
3 C -0.25
4 C -0.49
5 N -0.87
6 N 0.28
7 N -0.62
8 H 0.06

---

Decreasing stability: 2, 3, 1, 4